(1)
DFT (the ωB97M-V functional and the def2-TZVPD basis) results for a 2-piece molecular cluster, C2H8NS overall.

Structure (XYZ):
```
12
Properties=species:S:1:pos:R:3
S -0.45006 -1.05001 -3.38280
H -0.47664 -0.00381 -2.54443
C -0.91445 -0.55851 0.63786
N 0.36047 -0.17306 1.22812
C 0.94843 0.94281 0.50808
H -0.86894 -0.65044 -0.45653
H -1.23825 -1.52095 1.03415
H -1.66578 0.21291 0.83935
H 1.00853 -0.95009 1.16502
H 1.13792 0.71075 -0.54498
H 1.88704 1.23432 0.97661
H 0.27173 1.80609 0.53955
```

Values from the calculation:
2S+1: 1
Energy relative to the best compared isomer or geometry (same formula, charge and spin) in eV: 0.5077
Gap between HOMO and LUMO in eV: 6.5
Charge: -1
Max |F| in eV Å⁻¹: 0.547
HOMO in Eh: -0.09284
LUMO energy in eV: 4.01

(2)
DFT (the ωB97M-V functional and the def2-TZVPD basis) results for a 12-piece molecular cluster, C48H132N12O12 overall.

Structure (XYZ):
```
204
Properties=species:S:1:pos:R:3
C -22.90699 -7.77495 15.22530
C -21.83642 -7.35447 14.24151
C -22.35245 -7.44804 12.77730
O -22.59654 -8.84596 12.50489
C -23.60685 -9.12461 11.51564
N -21.49402 -5.95622 14.53465
H -23.70339 -7.03085 15.17364
H -22.45160 -7.80685 16.24326
H -23.22161 -8.81178 14.96949
H -20.94513 -7.97350 14.33280
H -21.63168 -7.05653 12.07845
H -23.28266 -6.92763 12.56488
H -24.56868 -8.62941 11.73052
H -23.86989 -10.12134 11.61503
H -23.28300 -8.97137 10.50318
H -22.23073 -5.34730 14.32205
H -20.75015 -5.62258 13.97207
C -15.98448 -17.44125 12.46100
C -16.23326 -17.89926 11.02986
C -16.00179 -19.48223 10.94044
O -16.26611 -19.90428 9.68502
C -16.00146 -21.26941 9.52824
N -17.61118 -17.53455 10.78977
H -16.86217 -17.69086 13.09069
H -15.90454 -16.36052 12.56175
H -15.14500 -17.95908 12.91756
H -15.54124 -17.42643 10.32489
H -16.67959 -19.98403 11.70628
H -14.92943 -19.75089 11.32120
H -16.56068 -21.91666 10.22697
H -14.92777 -21.44496 9.66015
H -16.26948 -21.56242 8.52824
H -18.31374 -17.90640 11.42883
H -17.81697 -17.80117 9.83974
C -24.20651 -12.27610 19.87343
C -23.60980 -12.29969 18.49762
C -23.99216 -11.02278 17.80131
O -23.14651 -10.74954 16.71560
C -23.48370 -11.46810 15.52647
N -22.17492 -12.39609 18.48335
H -25.22460 -12.05343 19.89803
H -23.64839 -11.62294 20.50524
H -24.06455 -13.28153 20.25130
H -24.08507 -13.12080 17.94721
H -23.78122 -10.21465 18.56923
H -25.01088 -11.09210 17.41984
H -23.39194 -12.57046 15.73246
H -22.80874 -11.14018 14.79193
H -24.52798 -11.22962 15.27819
H -21.75891 -11.48584 18.60256
H -21.82743 -12.83445 17.68319
C -17.73137 -4.29569 13.93112
C -17.65093 -5.78554 13.90963
C -18.01620 -6.37416 15.23686
O -18.11746 -7.81359 15.26414
C -16.86699 -8.40843 15.30620
N -18.66499 -6.28970 12.87486
H -17.14494 -3.94835 14.80072
H -18.70441 -3.95273 14.11206
H -17.39146 -3.86025 12.91675
H -16.67921 -6.11238 13.60771
H -19.00759 -6.07993 15.66167
H -17.19195 -6.08608 16.00606
H -17.12678 -9.45987 15.42085
H -16.31538 -7.99924 16.16018
H -16.28965 -8.27818 14.36762
H -18.48646 -6.02518 11.91848
H -18.78403 -7.25449 12.95680
C -15.41244 -11.68304 16.88814
C -16.67529 -12.50582 16.79394
C -16.28247 -13.89517 17.25092
O -15.23467 -14.40712 16.43409
C -14.86009 -15.70463 16.82918
N -17.74762 -11.98048 17.55019
H -15.46008 -10.61507 16.65180
H -14.59713 -12.14225 16.31871
H -15.09160 -11.70006 17.93157
H -16.95299 -12.73444 15.72127
H -17.18652 -14.44828 17.32643
H -15.82515 -13.81450 18.31094
H -14.20716 -16.17878 16.04992
H -15.79159 -16.29887 16.95303
H -14.41439 -15.61458 17.77847
H -17.54378 -11.16550 18.08421
H -18.55821 -11.85390 16.95817
C -13.85349 -12.28232 12.74401
C -14.15848 -13.59013 12.03742
C -15.16478 -13.52907 10.90519
O -16.47072 -13.15043 11.24064
C -17.33058 -13.34765 10.12800
N -12.92235 -14.20189 11.62700
H -13.07773 -12.54904 13.46991
H -14.69320 -11.89189 13.35498
H -13.54876 -11.49111 12.02770
H -14.63369 -14.22070 12.83185
H -15.20022 -14.53752 10.35071
H -14.88957 -12.83698 10.12975
H -17.23154 -14.33910 9.70047
H -17.03821 -12.69594 9.30622
H -18.33143 -13.09395 10.34085
H -13.17730 -15.01567 11.03917
H -12.34468 -14.47208 12.38764
C -21.28236 -8.61114 19.51321
C -20.26484 -8.24805 18.43663
C -18.82646 -8.00623 18.87933
O -18.74060 -6.65878 19.34284
C -17.48740 -6.24112 19.77773
N -20.26227 -9.28869 17.43189
H -22.22196 -8.76378 18.93171
H -21.38859 -7.84851 20.27224
H -20.98042 -9.54253 20.01134
H -20.60348 -7.26734 18.05258
H -18.20530 -8.14493 17.99122
H -18.51826 -8.77060 19.62231
H -17.37728 -5.17366 19.46157
H -16.68608 -6.72509 19.25346
H -17.28867 -6.41107 20.82349
H -19.88607 -8.85146 16.59886
H -21.22704 -9.51607 17.15073
C -21.10859 -16.89355 10.01830
C -20.77031 -16.64945 11.46750
C -21.95135 -16.08924 12.19370
O -22.47072 -14.96543 11.50654
C -23.54066 -14.35053 12.17867
N -20.27914 -17.89116 12.11234
H -21.97592 -17.53393 9.99787
H -20.32173 -17.23034 9.34769
H -21.40249 -15.92426 9.61702
H -19.97752 -15.87438 11.49565
H -21.66855 -15.77789 13.20875
H -22.70478 -16.84336 12.13479
H -23.91415 -13.57686 11.49078
H -23.12068 -13.94694 13.04826
H -24.43641 -14.95886 12.30607
H -20.40491 -17.75179 13.14466
H -20.92445 -18.59608 11.79037
C -20.70972 -20.86768 13.38043
C -19.22049 -20.70437 13.35493
C -18.69988 -20.24689 14.64654
O -18.82202 -18.81869 14.79591
C -18.27300 -18.38795 16.01734
N -18.67944 -22.07628 13.21853
H -21.05356 -21.07385 12.35233
H -21.30238 -20.05141 13.83333
H -20.89450 -21.76065 13.97346
H -18.90602 -20.02098 12.52537
H -17.60112 -20.39321 14.73536
H -19.14342 -20.75302 15.50684
H -18.43537 -17.31091 16.08403
H -17.17707 -18.56429 15.91935
H -18.74826 -18.90547 16.88282
H -18.94295 -22.45587 12.29540
H -17.67886 -22.02130 13.33410
C -19.94215 -10.96192 13.17666
C -20.17941 -12.28846 13.92630
C -19.11567 -13.27279 13.53200
O -19.28833 -14.56904 14.12139
C -18.12849 -15.37083 13.83040
N -20.02297 -12.10762 15.32775
H -20.71378 -10.19327 13.16255
H -19.64673 -11.27182 12.13816
H -18.92903 -10.56197 13.60572
H -21.25079 -12.57890 13.65863
H -18.23783 -12.86910 13.92831
H -19.19114 -13.46864 12.49837
H -17.23290 -15.04722 14.43927
H -17.97128 -15.27801 12.76478
H -18.39363 -16.43369 14.07616
H -20.76862 -11.58515 15.81096
H -20.04396 -13.02513 15.71695
C -13.02848 -8.50186 9.99754
C -14.42713 -8.12625 9.43833
C -15.34872 -9.24041 9.88114
O -15.82072 -8.90972 11.19648
C -16.96923 -9.72248 11.65879
N -14.75390 -6.74420 9.81831
H -12.26126 -7.76851 9.75264
H -12.74276 -9.44330 9.48407
H -12.95705 -8.56718 11.10873
H -14.42754 -8.17157 8.42841
H -14.84243 -10.16474 9.84411
H -16.20367 -9.28036 9.20872
H -17.82416 -9.60007 11.03514
H -17.29133 -9.41375 12.64360
H -16.69540 -10.75126 11.57440
H -15.38475 -6.24657 9.22720
H -15.14573 -6.65223 10.71805
C -20.33572 -15.61704 17.82751
C -21.60624 -16.22539 17.14749
C -22.79638 -16.11045 18.08828
O -23.93904 -16.44058 17.37832
C -25.07856 -16.72304 18.17585
N -21.90445 -15.38082 15.98396
H -20.43013 -14.53682 17.78469
H -19.46442 -15.89806 17.27304
H -20.25714 -15.94628 18.88611
H -21.50344 -17.31061 17.03846
H -22.85333 -15.10268 18.50730
H -22.70620 -16.82040 18.87619
H -25.34096 -15.81774 18.68065
H -24.82965 -17.50861 18.92310
H -25.90439 -17.09259 17.57536
H -22.72964 -15.66121 15.46843
H -21.15583 -15.44430 15.33080
```

Values from the calculation:
2S+1: 1
Energy relative to the best compared isomer or geometry (same formula, charge and spin) in eV: 3.7009
Gap between HOMO and LUMO in eV: 9.1
Charge: 0
Max |F| in eV Å⁻¹: 4.045
HOMO in Eh: -0.31059
LUMO energy in eV: 0.61
SMILES: COC[C@H](C)N.COC[C@H](C)N.COC[C@H](C)N.COC[C@H](C)N.COC[C@H](C)N.COC[C@H](C)N.COC[C@H](C)N.COC[C@H](C)N.COC[C@H](C)N.COC[C@H](C)N.COC[C@H](C)N.COC[C@H](C)N